(1)
13
Properties=species:S:1:pos:R:3:forces:R:3 method="wB97M-V/def2-TZVPD" charge=0 homo_ev="-7.5 / -7.5" homo_lumo_gap_ev="6.6 / 6.6" mol_weight_da=101.2
C 0.93666 0.01422 0.31009 -1.454 1.041 0.926
C -0.40759 -0.03559 0.55985 -2.381 -0.319 -3.533
C 1.96230 0.50322 -0.62987 -0.945 1.052 0.177
C -2.87377 -0.39245 -0.91300 2.205 -1.352 1.106
N 1.28597 -0.24605 1.64054 2.621 -0.577 1.778
S -0.29070 -0.68243 2.12656 -0.204 0.234 1.480
H 1.65903 1.61530 -0.85430 1.187 -2.155 -0.078
H 2.85132 0.37664 0.00712 0.242 0.627 -0.817
H 2.03150 -0.18712 -1.48440 0.085 0.768 -0.033
H -2.62382 -1.20927 -1.56618 0.381 0.095 -0.358
H -3.49308 -0.74356 -0.12050 -0.316 0.382 0.679
H -2.92663 0.57934 -1.29919 -0.111 1.128 -0.277
H 1.88880 0.40776 2.22328 -1.310 -0.924 -1.052

***

(2)
87
Properties=species:S:1:pos:R:3:forces:R:3 method="wB97M-V/def2-TZVPD" charge=0 homo_ev=-8.1 homo_lumo_gap_ev=8.5 mol_weight_da=455.7
N -0.11271 -0.17450 0.96486 0.043 -0.002 -0.272
H -0.86552 0.37554 1.55566 0.104 0.166 0.330
H 0.57116 0.48622 0.48911 -0.756 -0.438 0.346
H -0.66604 -0.66528 0.24213 0.698 -0.007 0.281
H 0.38732 -0.88780 1.57020 -0.522 0.605 -0.617
C 0.22322 1.97539 3.31316 0.333 0.069 0.323
C -1.27309 1.67850 3.49706 -0.325 -0.228 -0.426
O -1.93512 1.12057 2.39966 0.719 -0.406 -0.667
H 0.62868 2.18655 4.31376 0.035 0.293 -0.253
H 0.40594 2.82388 2.64646 -0.109 0.036 0.119
H 0.85076 1.16045 2.93210 -0.386 -0.190 0.040
H -1.76268 2.64002 3.72512 0.167 -0.102 0.378
H -1.36485 1.00920 4.37394 -0.086 0.213 -0.013
O -3.78707 -0.98573 2.77712 0.302 -0.013 -0.243
H -3.07192 -0.34995 2.53114 -0.209 0.187 0.316
H -4.38434 -0.45514 3.31173 0.046 0.007 -0.039
O -2.25143 2.82734 0.32815 0.121 -0.601 0.308
H -2.08684 2.13709 1.05938 -0.277 0.577 -0.124
H -3.21028 2.85965 0.24365 0.084 -0.018 0.088
C 2.98621 -3.16517 2.14247 0.295 1.552 0.082
C 2.26705 -2.56254 3.36528 -0.705 -1.241 -0.398
C 3.10640 -1.55064 4.10040 0.053 0.464 -0.106
O 2.35461 -1.08584 5.20207 -0.033 0.139 0.178
C 3.00453 -0.14561 6.05178 0.085 -0.261 -0.154
N 0.94872 -1.95540 2.96637 0.595 -0.100 0.960
H 3.10246 -2.35625 1.40267 -0.227 -0.308 -0.069
H 2.43626 -3.98966 1.70472 -0.031 -0.111 -0.011
H 4.01533 -3.44753 2.37709 -0.178 -0.361 0.188
H 2.05621 -3.41925 4.02713 0.150 0.390 0.191
H 3.31631 -0.71148 3.40536 0.105 -0.128 0.241
H 4.06021 -1.99052 4.42327 -0.099 -0.002 -0.071
H 2.24282 0.50587 6.47614 -0.025 0.038 -0.121
H 3.73761 0.44936 5.49434 -0.122 0.017 0.067
H 3.50858 -0.64751 6.88817 0.044 -0.043 -0.220
H 0.22347 -2.64177 3.17213 0.049 0.067 -0.318
H 0.75893 -1.23174 3.67299 0.048 -0.174 -0.256
C 3.47398 1.65723 0.96490 -0.503 -0.227 1.102
C 2.95133 1.55875 -0.44870 1.077 0.156 -0.401
C 3.31294 0.24439 -1.10005 -0.384 -0.579 0.191
O 2.79595 0.24144 -2.41547 -0.044 0.666 0.204
C 3.44812 -0.66524 -3.23661 0.023 -0.919 -0.611
N 1.50847 1.74596 -0.50138 -0.166 0.920 -0.704
H 3.30562 2.65809 1.37303 0.077 -0.008 -0.127
H 4.52770 1.41218 1.10652 0.054 0.090 -0.423
H 2.92659 0.98412 1.64436 -0.010 0.038 -0.259
H 3.51651 2.30287 -1.03869 -0.384 0.091 -0.004
H 2.87986 -0.61247 -0.54939 0.062 0.151 0.044
H 4.40157 0.10750 -1.11018 -0.015 0.123 -0.020
H 3.17848 -1.70295 -2.97748 0.262 0.079 0.125
H 4.53407 -0.53860 -3.19237 0.050 -0.090 0.030
H 3.13460 -0.53777 -4.27410 -0.089 0.293 0.120
H 1.28412 2.70252 -0.21221 0.002 -0.325 0.300
H 1.23688 1.78547 -1.49305 0.016 -0.385 0.376
C -3.61644 -1.63905 -1.79052 0.881 0.321 0.123
C -3.01687 -3.01652 -1.59373 -1.028 -0.975 0.047
C -2.04309 -3.06966 -0.45098 0.978 -0.488 0.774
O -0.84258 -2.31323 -0.68878 -0.808 -0.084 -0.020
C 0.26249 -3.04710 -1.16406 0.158 0.458 -0.586
N -4.13460 -3.98271 -1.34538 0.368 0.194 0.556
H -2.82370 -0.88656 -1.87924 0.003 -0.149 -0.145
H -4.15941 -1.34573 -0.88695 -0.316 -0.141 -0.208
H -4.21642 -1.59700 -2.69219 -0.316 0.023 0.083
H -2.51464 -3.41105 -2.48414 0.021 0.408 -0.115
H -1.74630 -4.11243 -0.24954 -0.083 0.083 -0.210
H -2.49889 -2.74355 0.49489 0.025 0.382 -0.250
H 0.82775 -2.37827 -1.82376 0.074 0.004 0.235
H -0.03051 -3.88301 -1.80690 -0.081 -0.158 0.317
H 0.90562 -3.35644 -0.33636 -0.038 -0.249 -0.043
H -4.66567 -3.66871 -0.52828 0.031 0.151 -0.321
H -3.75075 -4.87535 -1.02732 -0.001 0.126 -0.341
C -2.20700 4.41030 -4.58632 0.413 0.146 -0.768
C -2.23577 3.44944 -3.43016 0.122 0.085 0.779
C -1.89869 2.04604 -3.86035 -0.262 -0.305 -0.084
O -2.76014 1.71571 -4.93129 -0.072 -0.269 -0.365
C -2.28316 0.66763 -5.73715 0.643 -0.088 0.092
N -1.25372 3.85125 -2.38820 -0.914 -0.023 0.354
H -2.93767 4.16645 -5.35701 -0.175 -0.015 0.231
H -1.23575 4.34232 -5.09718 -0.017 0.103 0.231
H -2.34785 5.44835 -4.28133 -0.057 -0.039 0.116
H -3.24874 3.38161 -3.00206 0.006 0.264 -0.152
H -2.08925 1.36547 -3.01659 0.278 -0.066 -0.060
H -0.84839 1.97162 -4.16755 0.020 0.065 0.016
H -2.23051 -0.28825 -5.19947 -0.153 0.021 0.070
H -1.25524 0.87912 -6.08877 -0.280 0.024 0.016
H -2.92716 0.55223 -6.60535 -0.138 0.090 0.068
H -1.46753 4.82617 -2.16814 0.296 -0.107 -0.134
H -1.54718 3.38110 -1.51575 0.410 0.050 -0.308